Entry from the OMol25 dataset: a molecular structure, C21H37Cl2HgN2O4 (ωB97M-V/def2-TZVPD).

Output
Spin multiplicity: 1
Total charge: -1

Last column: Löwdin charge in e.
Atoms and positions in Å:
O: -1.630 0.776 -0.217  -0.24
C: -1.433 1.857 -0.941  -0.51
C: -1.952 1.716 -2.387  -0.19
C: -1.821 0.526 -3.098  -0.08
H: -1.309 -0.318 -2.626  0.01
C: -2.343 0.411 -4.393  -0.09
H: -2.291 -0.548 -4.920  0.09
C: -2.940 1.531 -4.996  -0.13
H: -3.313 1.467 -6.022  0.08
C: -3.012 2.749 -4.303  -0.11
H: -3.456 3.639 -4.767  0.09
C: -2.527 2.829 -2.997  -0.06
H: -2.578 3.757 -2.422  0.11
H: -2.052 2.671 -0.475  0.12
C: 0.412 3.228 0.335  -0.10
C: 0.053 2.523 -0.937  -0.27
H: 0.886 4.195 0.116  0.07
H: 1.112 2.666 0.966  0.01
H: -0.499 3.407 0.912  0.07
C: 0.765 2.658 -2.077  -0.17
C: 2.075 3.369 -2.221  -0.14
H: 0.359 2.285 -3.020  0.10
H: 2.020 4.169 -2.969  0.07
H: 2.851 2.691 -2.584  0.06
H: 2.448 3.807 -1.294  0.04
Hg: 1.544 0.001 -0.700  0.74
Cl: 0.560 -1.702 -1.992  0.00
Cl: 3.241 1.314 0.245  -0.06
H: -4.282 -2.637 -1.250  0.08
H: -2.468 -4.578 -0.772  0.08
C: -3.369 -2.035 -1.380  -0.06
C: -1.710 -3.785 -0.802  -0.10
N: -2.319 -2.509 -0.497  -0.20
H: -3.583 -0.988 -1.133  0.09
C: -2.009 -1.857 0.648  -0.36
O: -1.131 -2.183 1.446  -0.03
H: -0.926 -3.982 -0.066  0.08
H: -2.631 -0.955 0.806  0.11
H: -3.052 -2.111 -2.428  0.08
H: -1.281 -3.757 -1.808  0.04
H: 0.705 0.982 5.548  0.09
H: -1.997 0.577 5.409  0.09
C: 0.484 1.646 4.701  -0.05
C: -1.940 1.186 4.491  -0.06
N: -0.609 1.121 3.904  -0.19
H: 1.369 1.753 4.081  0.08
C: -0.357 0.467 2.739  -0.30
O: 0.746 0.360 2.211  -0.07
H: -2.664 0.813 3.759  0.09
H: -1.268 0.031 2.286  0.11
H: 0.183 2.619 5.106  0.08
H: -2.177 2.230 4.746  0.08
C: 2.411 -3.538 2.713  -0.08
C: 2.685 -2.185 2.086  -0.27
O: 2.473 -2.176 0.667  -0.30
C: 3.518 -2.770 -0.123  -0.29
C: 4.876 -2.113 0.048  -0.10
H: 1.376 -3.848 2.534  0.08
H: 2.570 -3.460 3.792  0.07
H: 3.089 -4.309 2.332  0.06
H: 1.977 -1.438 2.471  0.09
H: 3.720 -1.860 2.303  0.11
H: 3.568 -3.844 0.129  0.11
H: 3.165 -2.655 -1.155  0.07
H: 5.340 -2.401 0.997  0.06
H: 5.528 -2.467 -0.755  0.07
H: 4.819 -1.018 -0.003  0.03

Entry from the OMol25 dataset: a molecular structure, C21H37CoN5O8PS (ωB97M-V/def2-TZVPD).

Output
Spin multiplicity: 1

Last column: Löwdin charge in e.
Atoms and positions in Å:
Co: 1.836 0.215 0.002  0.45
N: 1.789 0.270 -1.964  -0.01
C: 3.173 0.313 -2.484  -0.10
C: 4.096 0.908 -1.417  -0.54
O: 5.135 1.491 -1.701  0.02
N: 3.628 0.587 -0.213  -0.05
C: 4.334 0.806 1.028  -0.09
C: 3.295 1.192 2.068  -0.61
O: 3.533 1.904 3.029  0.04
O: 2.108 0.693 1.822  -0.11
H: 1.251 -0.467 -2.405  0.11
H: 1.336 1.167 -2.118  0.08
H: 3.248 0.853 -3.427  0.12
H: 3.501 -0.717 -2.633  0.12
H: 5.138 1.533 0.930  0.13
H: 4.763 -0.145 1.368  0.14
C: 0.445 3.403 2.045  -0.14
P: 1.181 3.594 0.412  0.63
C: 0.177 4.807 -0.494  -0.16
C: 2.789 4.360 0.607  -0.15
O: 1.238 2.312 -0.393  -0.40
H: -0.175 4.263 2.297  0.05
H: 1.238 3.270 2.782  0.05
H: -0.146 2.488 2.054  0.05
H: -0.532 5.311 0.161  0.05
H: -0.370 4.294 -1.285  0.04
H: 0.820 5.558 -0.953  0.05
H: 2.676 5.355 1.042  0.07
H: 3.265 4.438 -0.371  0.07
H: 3.405 3.756 1.270  0.05
C: -7.210 1.481 -1.875  -0.11
C: -5.842 0.926 -1.498  -0.31
S: -6.047 -0.419 -0.346  0.63
O: -6.582 0.117 0.878  -0.30
O: -6.716 -1.490 -1.032  -0.30
C: -4.380 -0.960 -0.011  -0.20
C: -3.671 -0.049 0.984  -0.14
N: -2.241 -0.352 1.047  0.06
C: -1.307 0.184 0.227  -0.28
N: -0.090 -0.205 0.570  0.08
C: -0.217 -1.016 1.658  0.01
C: -1.535 -1.116 1.963  -0.11
N: -2.118 -1.943 2.974  -0.33
O: -3.337 -2.024 3.021  0.08
O: -1.350 -2.557 3.680  0.12
C: -1.631 1.064 -0.926  0.02
H: -7.090 2.310 -2.571  0.08
H: -7.735 1.842 -0.992  0.08
H: -7.817 0.712 -2.350  0.08
H: -5.226 1.680 -1.007  0.09
H: -5.314 0.522 -2.363  0.10
H: -3.863 -1.028 -0.969  0.10
H: -4.491 -1.967 0.395  0.12
H: -4.099 -0.193 1.967  0.12
H: -3.776 1.004 0.726  0.12
H: 0.627 -1.472 2.142  0.13
H: -2.378 1.813 -0.666  0.08
H: -2.015 0.479 -1.765  0.09
H: -0.717 1.566 -1.235  0.05
C: 2.887 -4.780 1.175  -0.06
C: 2.628 -4.244 -0.240  -0.64
C: 1.414 -4.962 -0.844  -0.06
C: 3.861 -4.492 -1.117  -0.06
C: 2.361 -2.796 -0.167  -0.08
C: 2.148 -1.608 -0.086  -0.02
H: 3.181 -5.831 1.132  0.08
H: 1.989 -4.699 1.790  0.08
H: 3.684 -4.216 1.659  0.09
H: 1.600 -6.037 -0.900  0.08
H: 1.209 -4.593 -1.850  0.08
H: 0.527 -4.798 -0.231  0.08
H: 4.068 -5.563 -1.181  0.08
H: 4.736 -3.993 -0.699  0.09
H: 3.701 -4.109 -2.126  0.08

Entry from the OMol25 dataset: a molecular structure, C21H37N12O4Pb (ωB97M-V/def2-TZVPD).

Output
Spin multiplicity: 1
Total charge: +1

Last column: Löwdin charge in e.
Atoms and positions in Å:
Pb: -0.325 -0.447 -0.147  1.45
N: -2.685 0.308 -0.177  -0.13
C: -3.466 -0.326 -1.201  -0.27
C: -3.220 -1.855 -1.366  -0.20
N: -1.799 -2.263 -1.546  -0.14
C: -1.289 -2.298 -2.935  -0.22
C: -0.786 -0.978 -3.459  -0.24
N: 0.254 -0.265 -2.642  -0.04
H: -2.633 1.317 -0.369  0.06
H: -2.993 0.053 0.786  0.06
H: -4.581 -0.234 -0.966  0.14
H: -3.302 0.224 -2.142  0.10
H: -3.639 -2.364 -0.510  0.09
H: -3.827 -2.157 -2.241  0.12
H: -1.787 -3.208 -1.162  0.11
H: -0.430 -3.019 -3.010  0.14
H: -2.023 -2.676 -3.687  0.13
H: -0.398 -1.154 -4.478  0.12
H: -1.610 -0.310 -3.688  0.10
H: 1.208 -0.565 -2.766  0.09
H: 0.171 0.738 -2.765  0.06
N: -2.252 -2.073 4.309  0.11
C: -3.167 -3.014 3.789  -0.04
C: -3.384 -2.620 2.483  -0.15
N: -2.629 -1.543 2.186  0.08
C: -1.943 -1.205 3.322  -0.26
C: -1.012 -0.137 3.449  -0.27
N: -0.542 0.637 2.455  0.04
C: 0.267 1.588 3.051  -0.11
C: 0.212 1.474 4.409  -0.04
N: -0.603 0.363 4.662  0.12
H: -1.677 -2.076 5.158  0.17
H: -3.590 -3.838 4.346  0.11
H: -4.022 -3.087 1.770  0.09
H: 0.754 2.380 2.515  0.10
H: 0.634 2.085 5.182  0.12
H: -0.783 -0.005 5.568  0.14
C: 0.831 -4.611 1.579  -0.01
C: 1.875 -3.611 1.329  -0.39
N: 1.638 -2.375 0.922  0.08
C: 2.878 -1.693 0.856  -0.10
C: 3.838 -2.602 1.369  -0.07
N: 3.209 -3.802 1.568  0.17
C: 5.329 -2.624 1.586  -0.43
O: 6.075 -1.529 1.329  0.11
O: 5.799 -3.708 1.916  0.08
C: 3.093 -0.259 0.466  -0.58
O: 4.214 0.256 0.650  0.02
O: 2.054 0.355 0.043  -0.25
H: 0.968 -5.423 0.829  0.10
H: -0.098 -4.098 1.448  0.05
H: 0.912 -4.941 2.632  0.10
H: 3.739 -4.624 1.871  0.18
H: 5.509 -0.716 1.133  0.09
C: 1.605 5.296 -1.712  -0.08
N: 1.442 3.932 -1.279  -0.17
C: 2.461 3.398 -0.370  -0.06
C: 0.201 3.261 -1.421  -0.42
N: -0.342 2.547 -0.440  0.07
N: -0.474 3.501 -2.603  -0.17
C: -1.928 3.231 -2.572  -0.04
C: 0.255 3.625 -3.889  -0.04
H: 2.305 5.412 -2.592  0.10
H: 2.036 5.878 -0.861  0.10
H: 0.655 5.750 -2.023  0.09
H: 3.427 3.302 -0.835  0.09
H: 2.173 2.375 0.039  0.06
H: 2.549 4.079 0.532  0.10
H: 0.318 2.591 0.389  0.03
H: -2.094 2.445 -1.841  0.03
H: -2.325 2.961 -3.554  0.09
H: -2.409 4.086 -2.152  0.08
H: 1.123 2.989 -3.808  0.08
H: 0.512 4.710 -4.061  0.09
H: -0.452 3.181 -4.655  0.10

Number 1: highest occupied orbital energy -0.1431 Eh, total energy -2306.7253 Ha, lowest unoccupied orbital energy 2.826 eV. Number 2: highest occupied orbital energy -0.3012 Eh, total energy -3820.3725 Ha, lowest unoccupied orbital energy -0.783 eV. Number 3: highest occupied orbital energy -0.3908 Eh, total energy -1973.1851 Ha, lowest unoccupied orbital energy -2.254 eV.